Record 1
# C15H26N2O2

The molecule C15H26N2O2 (the ωB97M-V functional and the def2-TZVPD basis, OMol25).

multiplicity	1
gap between HOMO and LUMO	0.357	hartree
relative energy (zero: lowest compared OMol25 entry of this formula, charge and spin)	33.42	kcal/mol

Structure (XYZ):
```
45
Properties=species:S:1:pos:R:3:nbo_charge:R:1
C 4.87 1.17 -0.95 -0.609
C 4.97 1.22 0.57 -0.389
C 3.74 0.62 1.25 -0.501
C 2.53 1.53 1.15 0.694
O 2.56 2.61 0.58 -0.647
N 1.40 1.08 1.74 -0.447
C 1.27 -0.18 2.45 -0.215
C -0.20 -0.58 2.56 -0.396
C -0.95 -0.29 1.25 -0.225
C -0.33 -1.06 0.08 -0.401
C -1.30 -1.18 -1.09 -0.513
C -2.41 -2.16 -0.80 0.691
O -2.42 -2.93 0.15 -0.627
N -3.44 -2.16 -1.69 -0.618
C -3.58 -1.32 -2.83 -0.067
C -4.95 -1.02 -3.33 -0.415
C -4.16 0.06 -2.66 -0.429
C -0.94 1.23 1.00 -0.400
C 0.21 1.91 1.75 -0.231
H 4.76 0.14 -1.29 0.190
H 5.75 1.60 -1.40 0.208
H 4.00 1.74 -1.27 0.225
H 5.86 0.68 0.90 0.197
H 5.07 2.26 0.89 0.218
H 3.51 -0.35 0.79 0.216
H 3.94 0.44 2.31 0.224
H 1.82 -0.95 1.91 0.203
H 1.71 -0.09 3.46 0.191
H -0.68 -0.05 3.38 0.202
H -0.26 -1.65 2.78 0.225
H -1.97 -0.64 1.37 0.221
H 0.58 -0.56 -0.25 0.207
H -0.08 -2.07 0.41 0.225
H -0.77 -1.54 -1.98 0.232
H -1.74 -0.21 -1.34 0.226
H -4.19 -2.81 -1.49 0.404
H -2.78 -1.43 -3.56 0.206
H -5.10 -0.97 -4.40 0.223
H -5.79 -1.44 -2.80 0.217
H -3.77 0.87 -3.26 0.219
H -4.47 0.36 -1.67 0.222
H -1.88 1.68 1.33 0.209
H -0.84 1.43 -0.06 0.201
H 0.48 2.86 1.27 0.252
H -0.07 2.11 2.79 0.183
```

=====

Record 2
# C15H26N4O

A cluster of 4 separate species, C15H26N4O in total at a distorted geometry (the ωB97M-V functional and the def2-TZVPD basis, OMol25).

multiplicity	1
gap between HOMO and LUMO	0.370	hartree
relative energy (zero: lowest compared OMol25 entry of this formula, charge and spin)	18.71	kcal/mol

Structure (XYZ):
```
46
Properties=species:S:1:pos:R:3:nbo_charge:R:1
C 1.11 1.27 4.24 -0.603
C 0.34 1.09 2.94 -0.402
C 0.52 2.26 1.97 -0.394
C 1.75 2.14 1.08 -0.224
C 1.96 3.54 0.39 -0.595
C 1.60 1.08 -0.03 -0.027
C 2.81 0.07 0.04 -0.414
C 2.23 -1.10 -0.76 -0.552
C 0.74 -0.83 -0.92 0.720
O 0.02 -1.44 -1.60 -0.539
N 0.38 0.30 -0.09 -0.681
H 0.56 1.89 4.93 0.201
H 2.10 1.69 4.09 0.195
H 1.20 0.30 4.68 0.215
H -0.71 1.06 3.21 0.204
H 0.60 0.12 2.53 0.192
H 0.66 3.15 2.57 0.203
H -0.34 2.43 1.34 0.216
H 2.65 1.96 1.63 0.203
H 2.00 3.47 -0.68 0.203
H 2.83 4.03 0.80 0.207
H 1.10 4.16 0.61 0.205
H 1.72 1.44 -1.05 0.182
H 3.09 -0.20 1.04 0.215
H 3.58 0.62 -0.47 0.206
H 2.72 -1.17 -1.72 0.234
H 2.45 -2.04 -0.25 0.245
H 0.10 -0.17 0.77 0.385
C -2.83 -1.45 -3.56 -0.732
C -4.20 -1.90 -3.75 0.317
N -5.28 -2.25 -3.90 -0.374
H -2.47 -1.68 -2.56 0.278
H -2.16 -1.94 -4.27 0.258
H -2.74 -0.38 -3.71 0.255
C 4.12 -1.78 5.80 -0.725
C 3.30 -1.62 4.61 0.310
N 2.65 -1.48 3.68 -0.355
H 3.70 -2.55 6.46 0.258
H 5.13 -2.09 5.54 0.258
H 4.18 -0.86 6.37 0.258
C -7.20 -1.72 -6.54 -0.731
C -7.19 -2.14 -7.93 0.293
N -7.17 -2.47 -9.03 -0.347
H -6.30 -2.05 -6.02 0.278
H -7.25 -0.64 -6.46 0.248
H -8.05 -2.14 -6.01 0.254
```

=====

Record 3
# C15H26N4O3S

The molecule C15H26N4O3S at a distorted geometry (the ωB97M-V functional and the def2-TZVPD basis, OMol25).

multiplicity	1
gap between HOMO and LUMO	0.325	hartree
relative energy (zero: lowest compared OMol25 entry of this formula, charge and spin)	12.27	kcal/mol

Structure (XYZ):
```
49
Properties=species:S:1:pos:R:3:nbo_charge:R:1
C 2.08 -2.10 -2.27 -0.611
C 3.22 -1.21 -1.82 -0.398
C 3.02 0.24 -2.26 -0.447
C 1.77 0.85 -1.74 0.338
N 0.65 0.89 -2.40 -0.295
N -0.26 1.57 -1.67 -0.337
C 0.33 1.94 -0.57 0.175
S -0.43 2.89 0.67 0.279
C -2.11 2.31 0.32 -0.628
C -2.13 0.79 0.50 0.695
O -1.25 0.21 1.11 -0.650
N -3.17 0.14 -0.06 -0.433
C -4.32 0.70 -0.73 -0.241
C -5.59 0.20 -0.03 -0.074
O -5.64 -1.20 0.01 -0.520
C -4.53 -1.74 0.68 -0.077
C -3.22 -1.31 0.01 -0.257
N 1.63 1.51 -0.54 -0.378
C 2.55 1.67 0.55 -0.216
C 2.07 0.96 1.83 -0.453
C 2.10 -0.56 1.69 -0.067
O 3.40 -1.09 1.47 -0.553
C 4.21 -1.15 2.61 -0.247
H 1.13 -1.75 -1.87 0.213
H 2.00 -2.10 -3.35 0.203
H 2.24 -3.12 -1.93 0.207
H 3.33 -1.26 -0.73 0.226
H 4.16 -1.57 -2.25 0.199
H 2.95 0.28 -3.35 0.237
H 3.88 0.85 -1.95 0.213
H -2.77 2.81 1.02 0.247
H -2.33 2.59 -0.71 0.261
H -4.30 1.79 -0.70 0.216
H -4.32 0.36 -1.77 0.205
H -6.48 0.53 -0.57 0.198
H -5.62 0.60 1.00 0.161
H -4.64 -2.82 0.65 0.199
H -4.52 -1.40 1.73 0.166
H -2.36 -1.66 0.57 0.251
H -3.18 -1.71 -1.01 0.200
H 2.67 2.74 0.75 0.209
H 3.51 1.25 0.25 0.225
H 2.71 1.28 2.65 0.206
H 1.05 1.25 2.05 0.252
H 1.66 -1.02 2.59 0.177
H 1.50 -0.87 0.83 0.200
H 4.48 -0.15 2.98 0.161
H 3.72 -1.70 3.42 0.167
H 5.12 -1.68 2.31 0.195
```

=====

Record 4
# C15H27Cl9O6

A cluster of 7 separate species, C15H27Cl9O6 in total at a distorted geometry (the ωB97M-V functional and the def2-TZVPD basis, OMol25).

multiplicity	2
gap between HOMO and LUMO (alpha / beta)	0.275 / 0.120	hartree
charge	+1

Structure (XYZ):
```
57
Properties=species:S:1:pos:R:3:mulliken_spin:R:1
C -0.62 -1.95 -2.70 0.000
Cl -1.09 -3.34 -3.74 0.001
Cl -1.76 -1.74 -1.35 0.005
Cl -0.67 -0.45 -3.65 0.008
H 0.38 -2.07 -2.30 0.000
C 0.62 0.51 5.82 0.000
Cl -0.50 1.66 6.70 0.000
Cl 2.20 1.21 5.64 0.000
Cl -0.19 -0.06 4.29 0.001
H 0.71 -0.39 6.44 0.000
C -1.67 4.64 -1.41 0.000
Cl -1.17 6.27 -0.98 0.000
Cl -1.09 3.64 -0.10 0.000
Cl -0.81 4.00 -2.87 0.000
H -2.74 4.64 -1.64 0.000
C -7.72 -1.44 3.32 0.000
O -6.30 -1.22 3.03 0.000
C -5.50 -0.58 3.89 0.000
O -5.88 0.07 4.84 0.000
O -4.22 -0.65 3.45 0.000
C -3.80 -1.15 2.22 0.001
H -8.15 -0.48 3.58 0.000
H -7.94 -2.21 4.05 0.000
H -8.21 -1.67 2.37 0.000
H -2.73 -0.98 2.09 -0.001
H -4.29 -0.71 1.36 0.000
H -3.97 -2.22 2.18 0.000
C 3.73 3.24 -4.33 0.004
C 3.72 3.50 -2.80 0.001
O 4.24 4.47 -2.26 0.015
C 2.88 2.46 -2.01 0.000
H 4.46 3.89 -4.83 0.000
H 2.80 3.54 -4.82 0.000
H 4.00 2.20 -4.51 0.000
H 3.20 1.43 -2.19 0.003
H 1.90 2.49 -2.50 0.000
H 2.78 2.60 -0.94 0.000
C 3.52 -4.70 -2.76 0.000
C 3.36 -3.72 -1.64 0.000
O 2.85 -4.07 -0.65 0.001
C 3.74 -2.24 -1.89 -0.001
H 3.43 -5.72 -2.38 0.000
H 4.54 -4.62 -3.13 0.000
H 2.79 -4.54 -3.55 0.000
H 4.83 -2.31 -1.87 0.000
H 3.48 -1.63 -1.02 0.001
H 3.45 -1.90 -2.88 0.000
C -0.54 0.37 0.88 0.086
C 0.86 0.30 0.27 -0.011
O 1.01 0.19 -0.91 0.714
C 2.04 0.10 1.19 0.149
H -0.78 -0.61 1.29 0.005
H -1.21 0.41 0.02 0.004
H -0.62 1.27 1.49 0.006
H 1.66 -0.52 2.01 0.005
H 2.11 1.12 1.56 -0.003
H 2.87 -0.36 0.66 0.008
```

=====

Record 5
# C15H27GeN4PbSSe

A structure of composition C15H27GeN4PbSSe at a distorted geometry (the ωB97M-V functional and the def2-TZVPD basis, OMol25).

multiplicity	1
gap between HOMO and LUMO	0.263	hartree
charge	+1

Structure (XYZ):
```
50
Properties=species:S:1:pos:R:3:nbo_charge:R:1
Pb 1.28 0.26 0.50 1.069
C -3.02 4.10 4.04 -0.604
C -2.99 2.82 3.18 -0.218
N -2.25 3.10 1.98 -0.560
C -1.31 2.36 1.36 0.293
S -0.60 1.07 2.18 -0.321
N -0.93 2.86 0.21 -0.450
N 0.00 2.16 -0.50 -0.299
C 0.26 2.61 -1.71 0.227
C -0.52 3.64 -2.44 -0.681
C 1.36 1.88 -2.42 0.167
C 1.77 2.21 -3.68 -0.228
C 2.90 1.64 -4.26 -0.127
C 3.58 0.65 -3.55 -0.241
C 3.09 0.36 -2.27 0.061
N 2.01 0.95 -1.74 -0.527
H -3.73 3.98 4.87 0.222
H -3.36 4.88 3.39 0.205
H -1.99 4.28 4.43 0.217
H -4.04 2.58 2.94 0.196
H -2.48 1.99 3.69 0.224
H -2.52 3.83 1.34 0.407
H -1.21 4.22 -1.83 0.270
H -1.04 3.13 -3.28 0.242
H 0.25 4.36 -2.79 0.235
H 1.27 2.96 -4.28 0.241
H 3.44 1.91 -5.15 0.244
H 4.46 0.14 -3.89 0.242
H 3.54 -0.45 -1.63 0.209
C -0.57 -5.42 1.59 -1.053
Ge 0.23 -3.59 1.34 1.598
C 0.54 -2.67 3.01 -1.081
C 1.74 -3.89 0.22 -1.110
C -1.16 -2.51 0.39 -1.011
Se -0.79 -1.10 -0.97 0.341
C 0.07 -2.32 -2.36 -0.725
H 0.16 -6.05 2.07 0.240
H -0.72 -5.83 0.54 0.232
H -1.52 -5.35 2.14 0.238
H -0.47 -2.64 3.47 0.246
H 0.84 -1.65 2.82 0.214
H 1.25 -3.07 3.71 0.254
H 2.44 -4.57 0.74 0.257
H 2.26 -2.98 0.08 0.218
H 1.47 -4.33 -0.74 0.232
H -1.68 -1.89 1.12 0.253
H -1.89 -3.17 -0.04 0.243
H 0.77 -3.01 -1.86 0.233
H 0.55 -1.61 -3.01 0.224
H -0.75 -2.77 -2.91 0.240
```

=====

Record 6
# C15H27N2O2PPdSSe2

A structure of composition C15H27N2O2PPdSSe2 (the ωB97M-V functional and the def2-TZVPD basis, OMol25).

multiplicity	5
gap between HOMO and LUMO (alpha / beta)	0.332 / 0.216	hartree
charge	+2

Structure (XYZ):
```
51
Properties=species:S:1:pos:R:3:mulliken_spin:R:1
Pd -0.49 1.24 0.03 0.976
O -0.17 0.73 -2.66 0.068
C 0.48 -0.35 -3.32 -0.041
C 1.13 -1.30 -2.31 0.058
C 1.83 -2.42 -3.13 0.009
O 0.85 -3.15 -3.82 0.000
C 0.09 -1.99 -1.42 -0.021
Se -1.35 -0.94 -0.63 1.092
C 2.23 -0.60 -1.50 -0.002
Se 1.88 1.19 -0.79 1.229
H -0.30 1.44 -3.30 -0.002
H 1.27 0.05 -3.97 0.001
H -0.24 -0.92 -3.91 0.003
H 2.41 -3.06 -2.46 0.001
H 2.53 -1.95 -3.84 -0.001
H 1.26 -3.75 -4.44 0.000
H 0.58 -2.50 -0.59 0.019
H -0.41 -2.75 -2.04 -0.003
H 3.11 -0.47 -2.13 -0.001
H 2.52 -1.21 -0.64 -0.004
C -0.94 1.38 3.96 0.025
P 0.06 1.36 2.42 0.320
C 1.17 2.79 2.63 0.013
C 1.06 -0.15 2.53 -0.014
C 0.42 -1.35 2.84 0.015
C 1.13 -2.54 2.84 0.000
C 2.47 -2.55 2.50 0.012
C 3.11 -1.36 2.17 -0.002
C 2.41 -0.17 2.19 0.040
H -1.64 0.55 3.99 0.000
H -1.48 2.31 4.03 0.000
H -0.24 1.30 4.80 0.012
H 1.85 2.61 3.47 0.010
H 0.56 3.67 2.85 -0.002
H 1.74 2.99 1.72 -0.001
H -0.63 -1.36 3.09 0.015
H 0.63 -3.46 3.10 -0.001
H 3.02 -3.48 2.49 0.000
H 4.16 -1.37 1.90 0.000
H 2.93 0.76 1.96 -0.008
C -4.52 1.06 -1.83 -0.005
N -3.29 1.81 -1.69 0.038
C -2.90 2.45 -0.60 -0.011
N -3.64 2.44 0.51 0.030
S -1.44 3.37 -0.64 0.122
H -4.58 0.65 -2.83 0.002
H -5.40 1.70 -1.68 0.002
H -4.55 0.24 -1.11 0.005
H -2.72 1.93 -2.52 0.001
H -4.58 2.06 0.50 -0.002
H -3.40 3.05 1.27 0.000
```

=====

E_tot for the records above, in order: -23052.628; -23983.255; -38914.612; -140968.475; -159892.914; -177349.442 eV